Entry from OMol25: a single C4H8N2O3S molecule (the ωB97M-V functional and the def2-TZVPD basis).

Output
Strongest force on any atom ... 0.1260 hartree/bohr
HOMO energy ... -0.3550 hartree
Energy above the lowest of the compared OMol25 structures with the same formula, charge and spin ... 42.0 kcal per mole
Spin multiplicity ... 1

Positions of all 18 atoms, in Å:
S  -2.142  1.150  -0.202
O  -2.656  1.049  -1.573
O  -1.387  2.354  0.067
O  -2.979  0.652  0.813
N  0.470  0.023  -0.544
N  -0.662  -0.784  1.309
C  0.729  0.451  -1.817
C  1.472  -0.737  0.284
C  -0.683  0.019  -0.020
C  0.676  -1.182  1.601
H  0.705  -2.175  1.731
H  0.592  -0.410  -2.429
H  1.790  0.675  -1.841
H  0.304  1.410  -2.006
H  -1.364  -0.422  1.962
H  2.227  0.053  0.557
H  1.943  -1.552  -0.315
H  0.965  -0.574  2.427

Atomic partial charges in e from the natural (NBO) method, atoms 1 to 8: atom 1 (S): 2.421, atom 2 (O): -0.953, atom 3 (O): -0.960, atom 4 (O): -0.964, atom 5 (N): -0.344, atom 6 (N): -0.603, atom 7 (C): -0.417, atom 8 (C): -0.226